Entry 1:
10
Properties=species:S:1:pos:R:3:mulliken_charge:R:1 method="wB97M-V/def2-TZVPD" e_above_lowest_kcal_mol=12.7 orbital_gap_ev=8.2 charge=0 homo_ha=-0.3017 molar_mass_g_mol=291.94
C -0.808 -1.011 1.121 -0.03
C 0.365 1.070 0.079 -0.34
I -3.703 -0.287 0.121 0.14
S 0.937 -0.575 0.947 -0.15
C -1.630 -0.215 0.483 -0.27
H 0.643 1.984 0.599 0.35
H -1.153 -1.914 1.563 0.40
Br -1.864 2.532 -0.170 -0.04
H 1.111 0.884 -0.684 0.26
N -0.939 0.910 -0.324 -0.31



Entry 2:
6
Properties=species:S:1:pos:R:3:mulliken_charge:R:1 method="wB97M-V/def2-TZVPD" e_above_lowest_kcal_mol=8.2 orbital_gap_ev=10.8 charge=0 homo_ha=-0.3811 molar_mass_g_mol=120.15
S 2.451 1.059 -1.177 -0.35
O 0.746 -0.646 -0.022 -0.41
C 1.447 0.165 -0.467 0.76
C -1.533 -0.177 0.409 0.64
O -1.721 -0.544 -0.654 -0.32
S -1.390 0.143 1.911 -0.32



Entry 3:
80
Properties=species:S:1:pos:R:3:mulliken_charge:R:1 method="wB97M-V/def2-TZVPD" e_above_lowest_kcal_mol=0.0 orbital_gap_ev=9.1 charge=-1 homo_ha=-0.2424 molar_mass_g_mol=490.56
C 0.656 0.749 4.759 0.22
C -0.213 -0.022 5.689 -0.47
H -0.774 -0.297 -1.939 -0.03
H -2.884 -0.467 0.013 0.09
C 3.840 -2.351 -1.535 -1.54
C 4.267 3.373 -0.376 -1.45
O 0.232 -0.750 0.014 -0.66
O -2.652 0.804 3.441 -0.40
H -2.101 0.467 2.694 0.27
H -2.675 -2.691 -1.993 -0.05
O -0.724 -3.621 -0.267 -0.44
C 3.844 3.001 2.097 -1.04
H 4.272 4.458 -0.275 0.35
H -5.902 -0.949 -1.664 0.45
H 0.023 1.388 4.143 0.12
C 3.359 2.730 0.685 1.02
C -3.218 2.033 3.097 -0.45
H -0.935 2.114 -1.374 -0.17
H 3.540 0.214 -2.988 0.18
H -0.623 -2.635 -0.321 0.20
C 3.731 -0.721 -3.528 -1.38
H 3.249 -0.631 -4.495 0.40
H 2.153 -1.336 -2.256 -0.86
O 1.959 3.111 0.469 -0.61
H -4.883 1.086 2.090 0.20
H -4.111 -2.242 -2.931 0.50
O 1.628 1.619 5.404 -0.61
H -2.494 2.851 2.930 0.25
C -0.125 2.388 -3.378 -0.74
H 4.026 4.055 2.346 0.33
O -3.587 1.704 0.699 -0.30
H 3.922 3.093 -1.369 0.31
H 0.832 -2.625 -3.292 0.30
H -5.821 -0.478 0.034 0.26
O -3.170 -1.367 0.246 -0.33
O 0.435 -0.809 6.762 -0.59
C -4.191 1.915 1.960 -0.50
H 0.198 -4.837 -3.299 0.40
H 0.406 3.306 -3.123 0.36
H 3.125 -3.706 -3.267 0.34
O -1.024 0.450 -2.510 -0.45
H 1.150 0.041 4.078 0.09
C 3.029 -1.829 -2.700 2.08
H 4.804 -0.885 -3.586 0.34
H -4.622 -2.663 -0.369 0.36
H -3.737 2.350 4.013 0.42
O 0.476 0.990 1.399 -0.70
C -4.160 -1.738 -0.726 0.38
H -4.825 2.816 1.872 0.39
H -1.757 1.793 -4.041 0.37
H 1.213 -3.977 -0.969 -0.21
O 2.639 -2.922 -3.552 -0.59
H 4.688 2.369 2.390 0.36
C -0.244 -4.073 -2.616 -0.62
H 0.621 1.327 -1.615 0.15
H -3.135 2.530 0.478 0.21
C 0.164 -4.273 -1.161 0.25
O -0.790 -0.692 1.953 -0.75
H -1.298 -4.391 -2.721 0.32
H 3.057 2.739 2.825 0.05
H 0.488 1.764 -4.035 0.30
H -0.974 -0.608 5.194 0.30
H -0.734 0.743 6.312 0.27
H -3.064 -1.002 -2.425 0.08
H 1.361 2.358 0.727 0.49
O -0.105 -2.764 -3.061 -0.50
H 3.383 1.643 0.494 0.00
O -1.356 2.674 -3.936 -0.61
H 4.030 -1.679 -0.714 0.33
H 5.270 2.955 -0.245 0.36
C -3.481 -1.962 -2.074 -0.68
H 4.729 -2.922 -1.830 0.43
N 0.013 -0.171 1.143 0.91
H 0.101 -5.353 -0.944 0.33
C -0.303 1.615 -2.117 0.72
H -4.741 0.286 -1.151 0.23
H 1.042 -0.202 7.205 0.30
H 1.520 2.487 5.022 0.34
H 3.177 -3.101 -1.055 0.32
C -5.217 -0.649 -0.856 -1.27



Entry 4:
13
Properties=species:S:1:pos:R:3:mulliken_charge:R:1 method="wB97M-V/def2-TZVPD" e_above_lowest_kcal_mol=0.0 orbital_gap_ev="9.8 / 6.9" charge=+2 homo_ha="-0.7071 / -0.7429" s2=6.01 molar_mass_g_mol=207.97 spin_multiplicity=5
O 2.126 1.930 -0.762 -0.56
H 2.538 1.604 0.084 0.38
C -1.408 -0.314 -1.135 0.98
C -0.013 -0.967 0.846 0.28
Rh 0.550 1.150 -1.500 1.21
O -2.343 -0.976 -0.765 -0.37
O -0.196 -0.294 -0.353 -0.41
C -0.989 -1.198 1.723 -0.45
H 0.987 -1.396 0.907 0.42
H 2.759 2.488 -1.229 0.37
H -1.864 -0.556 1.806 0.33
O -1.263 0.573 -2.024 -0.49
H -0.886 -2.043 2.402 0.31



Entry 5:
24
Properties=species:S:1:pos:R:3:mulliken_charge:R:1 method="wB97M-V/def2-TZVPD" e_above_lowest_kcal_mol=0.0 orbital_gap_ev=10.0 charge=0 homo_ha=-0.3380 molar_mass_g_mol=146.66
C 0.478 -0.551 -0.375 1.50
H -3.657 0.673 -1.628 0.28
H 2.422 -0.800 0.261 0.23
C 0.827 1.616 0.801 -1.12
H -0.296 -1.273 -0.218 -0.17
C 1.697 -1.442 -0.415 -1.33
C 0.356 -0.379 2.185 -1.26
H -3.130 2.240 -0.732 0.25
C -3.231 1.095 -0.722 -0.81
H 1.205 -1.104 2.419 0.29
Cl -3.119 -1.407 -0.080 -0.18
H -0.810 0.652 -1.917 0.13
H 0.906 2.109 -0.156 0.26
C 0.476 0.320 0.830 0.47
H 0.989 2.144 1.682 0.35
C -3.037 0.246 0.256 0.24
H 0.165 -0.616 -2.480 0.58
H 1.969 -1.464 -1.508 0.37
C 0.194 0.080 -1.746 -1.77
H -2.472 0.438 1.233 0.22
H 0.437 0.395 2.956 0.40
H 1.606 -2.355 0.071 0.39
H 0.945 0.833 -2.145 0.39
H -0.553 -0.917 2.383 0.31



Entry 6:
38
Properties=species:S:1:pos:R:3:mulliken_charge:R:1 method="wB97M-V/def2-TZVPD" orbital_gap_ev="10.5 / 7.4" charge=0 homo_ha="-0.3932 / -0.3934" s2=6.01 molar_mass_g_mol=694.32 spin_multiplicity=5
F 4.579 -2.344 -1.094 -0.30
F 4.098 0.213 2.351 -0.28
F 5.340 0.152 0.614 -0.27
F 1.783 0.850 -1.493 -0.71
O -1.822 3.684 -0.354 -0.70
C -5.382 1.495 0.111 -0.56
B 0.412 0.282 -3.447 0.45
S -1.464 2.440 0.252 1.51
C -5.419 0.143 0.420 -0.61
C 3.710 -2.351 1.420 -1.83
C -2.994 1.491 0.393 0.05
F -0.333 1.345 -3.523 -0.18
F 1.373 0.098 -4.303 -0.18
H -4.095 3.205 -0.174 0.55
C 3.629 -1.414 -0.949 0.79
H 4.781 -2.521 1.373 0.39
H -6.295 2.027 -0.118 0.40
H -6.359 -0.389 0.422 0.41
C -3.031 0.151 0.714 0.45
C -4.167 2.162 0.088 -0.61
O -1.977 -1.853 1.984 -0.65
C -4.242 -0.526 0.723 -0.88
H 3.178 -3.227 1.063 0.43
Os 0.672 0.338 -0.049 1.87
S -1.586 -0.863 1.031 1.49
O -0.689 1.538 -0.702 -0.41
C 4.072 0.130 1.023 0.82
C 3.300 -1.146 0.562 0.63
F 0.093 -0.687 -2.623 -0.11
F 4.053 -0.341 -1.606 -0.27
H 3.410 -2.156 2.445 0.45
O -1.133 -1.360 -0.268 -0.59
H -4.232 -1.574 0.976 0.49
F 3.474 1.244 0.577 -0.18
O -0.776 2.511 1.511 -0.59
O -0.459 0.017 1.510 -0.59
O 1.962 -0.899 0.702 -0.44
F 2.534 -1.865 -1.563 -0.25



Entry 7:
44
Properties=species:S:1:pos:R:3:mulliken_charge:R:1 method="wB97M-V/def2-TZVPD" e_above_lowest_kcal_mol=9.5 orbital_gap_ev=9.1 charge=+1 homo_ha=-0.4398 molar_mass_g_mol=559.73
Hf -0.164 -0.154 0.182 1.87
O 1.764 -0.444 -0.420 -0.97
O -3.650 -2.348 -0.090 -0.48
H 4.615 1.395 -1.382 0.34
O -2.506 -0.294 0.993 -0.32
H 4.725 -2.168 1.825 0.26
H -4.223 -2.842 0.519 0.39
C 4.278 -2.653 0.953 -0.58
H -1.751 0.640 -2.373 0.37
O -2.308 -0.716 3.509 -0.50
C -1.211 4.064 -0.682 -0.70
O -0.432 0.263 2.111 -0.38
H 5.876 -0.526 0.037 0.32
H 4.788 -3.165 -1.067 0.32
C -2.072 3.940 -1.763 -0.36
H 4.085 -3.693 1.207 0.42
N 3.977 -0.522 -0.850 0.14
C -1.582 1.597 -1.887 -0.49
H 2.902 1.068 -1.703 0.30
H 1.017 -2.791 0.625 0.39
C -2.266 2.704 -2.364 -0.77
H -2.603 4.808 -2.132 0.40
C 1.791 -2.462 1.326 -1.20
H -2.944 2.606 -3.201 0.39
P -1.971 0.378 2.444 0.82
N 2.995 -2.019 0.641 0.21
H 0.067 3.064 0.698 0.34
C -0.719 1.692 -0.785 0.54
O -2.527 1.694 2.647 -0.60
O -1.353 -1.562 -0.698 -0.50
C 3.900 0.646 -1.723 -1.01
H 5.815 -1.041 -1.648 0.38
C 2.915 -0.995 -0.208 0.76
C -0.554 2.949 -0.184 -0.22
O -1.664 -2.587 1.599 -0.72
H 1.402 -1.700 2.012 0.39
H 6.178 -2.951 -0.006 0.37
H 4.149 0.358 -2.744 0.34
P -2.304 -1.836 0.498 0.89
H -1.973 -1.599 3.253 0.42
H 2.040 -3.320 1.944 0.38
C 5.192 -2.561 -0.253 -0.71
C 5.306 -1.115 -0.688 -0.63
H -1.074 5.028 -0.209 0.38